No. 1
The following is a DFT calculation (ωB97M-V with the def2-TZVPD basis set) of C25H22AsAuN3O6STe as an isolated structure.

Element x y z (Å)
Au: 0.35 -1.21 1.26
O: -2.66 -1.45 -2.62
As: -0.85 -2.61 -1.85
O: -0.55 -3.51 -3.15
O: -1.22 -3.03 -0.33
C: -0.56 -0.71 -2.17
C: -1.69 -0.58 -3.21
C: -1.97 0.91 -3.16
C: -0.66 1.68 -3.57
C: 0.56 0.83 -3.65
C: 0.69 -0.20 -2.82
S: 2.30 -0.66 -2.30
O: 2.64 0.61 -1.40
O: 3.17 -0.68 -3.43
O: 2.16 -1.75 -1.39
H: -3.28 -1.79 -3.28
H: -1.38 -0.96 -4.19
H: -2.87 1.24 -3.68
H: -0.75 2.36 -4.41
H: 1.40 1.16 -4.26
C: 0.91 -2.86 4.45
Te: 1.03 -3.38 2.39
C: -0.92 -4.17 2.71
C: -1.46 -3.45 3.91
C: -2.82 -3.43 4.20
C: -3.28 -2.77 5.33
C: -2.39 -2.13 6.18
C: -1.04 -2.14 5.90
C: -0.56 -2.80 4.77
H: 1.42 -1.91 4.63
H: 1.42 -3.64 5.01
H: -0.82 -5.25 2.87
H: -1.51 -4.01 1.80
H: -3.51 -3.93 3.54
H: -4.35 -2.76 5.54
H: -2.76 -1.61 7.05
H: -0.34 -1.64 6.56
C: -1.76 1.37 -1.70
C: -1.14 0.15 -1.01
N: -0.13 0.43 0.00
C: 0.56 1.48 -0.09
C: 0.46 2.58 -1.14
C: -0.70 2.40 -2.16
C: 0.12 3.83 -0.34
C: 1.17 4.65 -0.26
C: 2.31 4.02 -0.92
C: 3.60 4.37 -0.89
C: 4.53 3.39 -1.38
N: 4.20 2.26 -1.89
C: 2.84 1.91 -2.07
N: 1.85 2.86 -1.55
H: -2.62 1.76 -1.15
H: -1.93 -0.42 -0.51
H: 1.33 1.66 0.66
H: -1.16 3.37 -2.31
H: -0.86 3.98 0.07
H: 1.22 5.60 0.23
H: 3.93 5.28 -0.41
H: 5.60 3.58 -1.29
H: 2.69 1.73 -3.13

As for the net charge: +1. For the maximum force, the calculation gives 0.9 eV/Å. As for the orbital gap: 8.32 eV. Its LUMO energy is -2.893 eV. The value obtained for the total energy is -4618.900362 Ha.

These are the natural (NBO) partial charges, in e, on atoms 1 to 2: atom 1 (Au): 0.40, atom 2 (O): -0.73

***

No. 2
The following is a DFT calculation (ωB97M-V with the def2-TZVPD basis set) of C31H22ClIN3O3Tc as an isolated structure.

Element x y z (Å)
Tc: 0.60 0.32 -0.22
C: 0.02 -0.84 4.01
C: 0.04 -0.18 2.68
N: 0.32 -0.77 1.57
N: 0.60 -2.11 1.58
C: 0.89 -2.47 0.36
O: 0.87 -1.61 -0.62
C: 1.22 -3.86 0.04
C: 1.55 -4.20 -1.27
C: 1.87 -5.52 -1.57
C: 1.85 -6.48 -0.58
C: 1.52 -6.14 0.73
C: 1.21 -4.83 1.04
C: -0.31 1.23 2.51
C: -0.78 2.03 3.54
C: -1.16 3.32 3.26
C: -1.07 3.79 1.96
C: -0.57 2.95 0.99
N: -0.18 1.70 1.25
H: 0.36 -1.87 3.93
H: -0.99 -0.84 4.42
H: 0.67 -0.31 4.71
H: 1.56 -3.44 -2.03
H: 2.12 -5.78 -2.59
H: 2.10 -7.51 -0.82
H: 1.52 -6.90 1.50
H: 0.95 -4.56 2.05
H: -0.86 1.62 4.54
H: -1.54 3.96 4.05
H: -1.37 4.79 1.70
H: -0.46 3.28 -0.04
I: -1.89 0.30 -1.23
C: -1.17 0.64 -3.16
C: -2.04 0.91 -4.17
C: -1.53 1.05 -5.48
C: -0.20 0.87 -5.71
C: 0.70 0.57 -4.66
C: 2.07 0.33 -4.91
C: 2.92 0.00 -3.89
C: 2.44 -0.06 -2.57
C: 1.13 0.21 -2.26
C: 0.22 0.48 -3.33
H: -3.10 1.01 -3.99
H: -2.20 1.28 -6.29
H: 0.20 0.95 -6.72
H: 2.44 0.40 -5.93
H: 3.96 -0.21 -4.09
H: 3.13 -0.32 -1.78
Cl: 7.06 5.71 0.13
C: 5.73 4.62 0.07
C: 5.80 3.41 0.75
C: 4.74 2.54 0.70
C: 3.60 2.87 -0.04
C: 3.54 4.08 -0.73
C: 4.60 4.96 -0.68
C: 2.48 1.93 -0.11
O: 1.40 2.21 -0.73
O: 2.51 0.78 0.44
H: 6.69 3.17 1.32
H: 4.78 1.59 1.22
H: 2.66 4.32 -1.31
H: 4.57 5.90 -1.21

As for the net charge: +1. The spin multiplicity is 2. As for the expectation value of S²: 0.76. For the maximum force, the calculation gives 0.2 eV/Å. As for the orbital gap (spin up / spin down): 6.94 / 6.50 eV. Its LUMO energy (spin up / spin down) is -3.694 / -4.222 eV. The value obtained for the total energy is -2423.045279 Ha.

These are the natural (NBO) partial charges, in e, on atoms 1 to 2: atom 1 (Tc): 0.94, atom 2 (C): -0.68

***

No. 3
The following is a DFT calculation (ωB97M-V with the def2-TZVPD basis set) of C39H30N4O4PSV as an isolated structure.

Element x y z (Å)
V: -0.02 -0.42 -0.14
C: 2.90 -1.36 4.48
C: 3.83 -1.11 3.48
C: 3.54 -1.47 2.19
C: 2.32 -2.10 1.93
N: 1.40 -2.31 2.87
C: 1.69 -1.93 4.11
C: 2.02 -2.70 0.62
C: 2.96 -3.56 0.05
C: 2.62 -4.29 -1.08
C: 1.34 -4.15 -1.58
C: 0.49 -3.25 -0.98
N: 0.83 -2.49 0.07
H: 3.07 -1.08 5.51
H: 4.76 -0.61 3.71
H: 4.21 -1.24 1.37
H: 0.91 -2.10 4.85
H: 3.92 -3.68 0.52
H: 3.33 -4.96 -1.53
H: 1.00 -4.72 -2.44
H: -0.52 -3.09 -1.35
S: -3.31 -1.58 -3.21
C: -4.11 -1.78 -1.70
C: -3.29 -1.49 -0.65
C: -1.96 -1.09 -0.99
C: -1.85 -1.10 -2.37
C: -0.61 -0.84 -3.08
C: -0.46 -0.87 -4.47
C: 0.79 -0.65 -5.01
C: 1.87 -0.38 -4.18
C: 1.64 -0.35 -2.81
N: 0.45 -0.59 -2.28
H: -5.14 -2.09 -1.68
H: -3.65 -1.55 0.37
H: -1.31 -1.07 -5.10
H: 0.92 -0.67 -6.09
H: 2.86 -0.18 -4.57
H: 2.43 -0.13 -2.11
O: 3.20 2.07 0.16
C: 2.12 1.51 0.02
O: 1.90 0.27 0.29
C: 0.85 2.31 -0.47
O: 0.93 3.50 -0.69
O: -0.21 1.58 -0.59
N: -3.00 1.58 0.41
C: -2.52 2.55 1.27
C: -3.07 3.84 1.24
C: -2.64 4.82 2.12
C: -1.66 4.53 3.05
C: -1.13 3.25 3.10
C: -1.55 2.24 2.24
P: -0.86 0.54 2.31
C: 0.25 0.75 3.76
C: -0.18 0.59 5.07
C: 0.65 0.92 6.13
C: 1.91 1.44 5.89
C: 2.35 1.59 4.58
C: 1.54 1.23 3.52
C: -2.24 -0.42 3.05
C: -2.16 -1.80 2.96
C: -3.16 -2.60 3.50
C: -4.26 -2.01 4.12
C: -4.35 -0.63 4.20
C: -3.35 0.17 3.67
H: -2.28 0.96 0.05
H: -3.50 1.97 -0.38
H: -3.81 4.07 0.49
H: -3.06 5.81 2.06
H: -1.30 5.29 3.73
H: -0.36 3.04 3.84
H: -1.18 0.22 5.27
H: 0.30 0.80 7.15
H: 2.55 1.72 6.72
H: 3.34 1.98 4.38
H: 1.90 1.33 2.51
H: -1.31 -2.26 2.47
H: -3.09 -3.68 3.43
H: -5.05 -2.63 4.53
H: -5.21 -0.17 4.66
H: -3.42 1.25 3.72

As for the net charge: -1. The spin multiplicity is 4. As for the expectation value of S²: 3.76. For the maximum force, the calculation gives 0.6 eV/Å. As for the orbital gap (spin up / spin down): 6.07 / 7.53 eV. Its LUMO energy (spin up / spin down) is 2.443 / 2.440 eV. The value obtained for the total energy is -3707.912170 Ha.

These are the Löwdin partial charges, in e, on atoms 1 to 2: atom 1 (V): 0.64, atom 2 (C): -0.09

***

No. 4
The following is a DFT calculation (ωB97M-V with the def2-TZVPD basis set) of one molecule with the formula C5H11OPS.

Element x y z (Å)
C: 3.81 0.63 0.25
C: 2.56 0.24 0.55
C: 1.73 -0.92 -0.05
S: 0.16 -0.61 -0.92
P: -1.24 -0.60 0.79
O: -1.74 -2.25 1.04
C: -2.64 0.09 -0.19
C: -2.29 1.51 -0.66
H: 4.22 1.46 0.75
H: 4.30 0.14 -0.58
H: 1.99 0.77 1.25
H: 2.42 -1.48 -0.60
H: 1.36 -1.43 0.81
H: -1.51 -2.73 0.23
H: -2.94 -0.54 -1.02
H: -3.53 0.24 0.54
H: -2.73 1.48 -1.68
H: -2.72 2.27 0.08
H: -1.20 1.72 -0.59

As for the net charge: 0. For the maximum force, the calculation gives 2.5 eV/Å. As for the orbital gap: 9.69 eV. Its LUMO energy is 0.768 eV. As for the SMILES: C=CCSP(O)CC. The value obtained for the total energy is -1011.858685 Ha.

These are the natural (NBO) partial charges, in e, on atoms 1 to 2: atom 1 (C): -0.40, atom 2 (C): -0.16

***

No. 5
The following is a DFT calculation (ωB97M-V with the def2-TZVPD basis set) of a 12-piece molecular cluster, C55H139F8N9O22P2S8 overall.

Element x y z (Å)
C: -3.40 23.78 30.24
C: -2.18 23.40 29.36
C: -1.66 21.96 29.74
O: -2.49 23.46 27.99
H: -3.12 23.74 31.30
H: -4.16 23.01 30.14
H: -3.90 24.72 29.99
H: -1.39 24.12 29.57
H: -0.81 21.61 29.15
H: -2.43 21.20 29.61
H: -1.38 21.87 30.79
C: 1.06 16.50 32.36
C: 0.23 17.80 32.44
C: -0.38 18.12 31.07
O: 0.68 18.32 30.18
C: 0.20 18.75 28.86
N: -0.80 17.68 33.53
H: -1.18 18.49 34.00
H: -1.61 17.10 33.33
H: -0.49 17.15 34.34
H: 1.87 16.68 31.65
H: 0.42 15.68 32.03
H: 1.61 16.13 33.22
H: 0.85 18.62 32.81
H: -0.97 19.04 31.08
H: -1.18 17.41 30.86
H: 1.01 18.34 28.25
H: 0.22 19.82 28.65
H: -0.63 18.23 28.37
C: -6.50 24.51 26.91
C: -5.75 25.84 26.63
C: -6.07 26.81 27.77
O: -7.47 27.11 27.62
C: -8.25 27.40 28.80
N: -4.21 25.56 26.55
H: -3.61 26.37 26.65
H: -3.91 24.84 27.19
H: -4.09 25.20 25.62
H: -6.08 23.70 26.31
H: -7.49 24.58 26.44
H: -6.51 24.10 27.92
H: -6.13 26.22 25.67
H: -5.53 27.75 27.65
H: -5.83 26.43 28.76
H: -8.14 28.46 29.02
H: -7.75 26.91 29.63
H: -9.30 27.10 28.75
C: -7.70 17.67 29.10
C: -7.27 18.60 30.21
C: -5.90 19.24 29.85
O: -6.14 20.01 28.69
C: -5.03 20.67 28.15
N: -8.46 19.57 30.32
H: -8.43 20.13 29.48
H: -9.34 19.08 30.36
H: -8.48 20.18 31.13
H: -7.09 16.77 29.07
H: -7.69 17.96 28.05
H: -8.67 17.22 29.29
H: -7.22 18.09 31.17
H: -5.17 18.43 29.76
H: -5.56 19.92 30.63
H: -4.18 20.03 27.88
H: -4.61 21.39 28.85
H: -5.08 21.33 27.28
C: 1.38 24.76 28.66
C: 0.54 25.97 28.30
C: 1.55 26.97 27.69
O: 2.56 27.28 28.64
C: 2.14 28.41 29.46
N: -0.47 25.54 27.15
H: 0.01 25.05 26.40
H: -1.14 24.87 27.49
H: -1.03 26.34 26.87
H: 0.78 23.93 29.04
H: 2.07 25.04 29.45
H: 1.93 24.38 27.80
H: -0.08 26.33 29.12
H: 1.10 27.91 27.34
H: 2.13 26.56 26.87
H: 2.70 28.25 30.38
H: 1.09 28.40 29.77
H: 2.42 29.37 29.03
C: -1.87 20.55 26.00
C: -1.98 21.45 24.77
C: -3.16 21.25 23.83
O: -3.03 20.00 23.21
C: -4.02 19.68 22.24
N: -1.92 22.91 25.20
H: -2.19 22.97 26.17
H: -0.95 23.19 25.15
H: -2.49 23.44 24.55
H: -0.88 20.59 26.44
H: -2.07 19.51 25.72
H: -2.61 20.89 26.71
H: -1.01 21.30 24.29
H: -3.12 21.98 23.03
H: -4.06 21.35 24.43
H: -5.00 19.67 22.71
H: -3.75 18.67 21.95
H: -3.89 20.42 21.45
C: -4.67 26.81 32.71
C: -5.14 25.68 33.61
C: -5.04 25.96 35.14
C: -5.39 24.65 35.98
P: -4.79 24.52 37.68
C: -4.98 22.78 38.30
C: -6.34 22.16 37.89
C: -6.70 20.92 38.70
C: -8.17 20.50 38.55
C: -3.01 25.12 37.78
C: -2.69 26.58 37.86
C: -1.23 26.83 37.91
C: -0.51 26.45 36.58
C: -5.91 25.58 38.72
C: -5.65 25.62 40.26
C: -6.33 26.73 40.98
C: -7.89 26.57 41.02
H: -4.77 26.44 31.69
H: -3.66 27.20 32.85
H: -5.41 27.60 32.70
H: -4.69 24.71 33.43
H: -6.20 25.46 33.45
H: -5.65 26.83 35.40
H: -4.03 26.34 35.31
H: -4.99 23.71 35.59
H: -6.44 24.36 35.93
H: -4.91 23.01 39.36
H: -4.04 22.27 38.09
H: -6.35 21.78 36.87
H: -7.14 22.91 37.93
H: -6.50 21.09 39.75
H: -5.97 20.17 38.42
H: -8.72 21.41 38.79
H: -8.43 19.71 39.25
H: -8.49 20.29 37.53
H: -2.56 24.62 36.92
H: -2.58 24.68 38.68
H: -3.17 27.10 38.69
H: -3.12 27.23 37.10
H: -0.67 26.36 38.72
H: -1.14 27.91 37.94
H: -1.00 26.97 35.76
H: -0.51 25.37 36.46
H: 0.50 26.87 36.54
H: -6.90 25.16 38.55
H: -5.87 26.56 38.25
H: -4.58 25.68 40.43
H: -5.99 24.68 40.70
H: -6.18 27.70 40.52
H: -5.86 26.80 41.96
H: -8.50 26.55 40.12
H: -8.26 27.39 41.64
H: -8.06 25.71 41.66
C: -1.06 25.45 32.51
C: 0.40 25.33 32.95
C: 0.98 24.02 32.38
C: 2.56 23.98 32.56
P: 3.55 23.73 34.15
C: 2.48 23.98 35.65
C: 3.14 23.77 37.07
C: 2.07 23.91 38.18
C: 0.90 22.81 38.17
C: 4.06 22.01 34.16
C: 2.95 20.95 34.10
C: 3.50 19.46 34.30
C: 4.52 18.99 33.33
C: 4.81 25.12 34.29
C: 4.23 26.54 34.46
C: 5.41 27.53 34.74
C: 5.10 29.02 34.65
H: -1.72 24.66 32.85
H: -1.06 25.56 31.42
H: -1.65 26.32 32.81
H: 0.35 25.28 34.04
H: 0.91 26.24 32.65
H: 0.75 23.96 31.31
H: 0.50 23.16 32.84
H: 2.95 24.89 32.10
H: 2.98 23.28 31.84
H: 1.61 23.33 35.63
H: 1.94 24.92 35.53
H: 3.90 24.52 37.31
H: 3.64 22.81 37.17
H: 1.66 24.91 38.08
H: 2.64 23.82 39.11
H: 0.19 23.00 38.97
H: 1.22 21.76 38.21
H: 0.24 22.93 37.31
H: 4.57 21.86 35.11
H: 4.84 21.89 33.41
H: 2.54 21.04 33.09
H: 2.15 21.17 34.81
H: 2.68 18.74 34.34
H: 3.93 19.31 35.29
H: 5.38 19.66 33.38
H: 4.14 18.96 32.31
H: 4.97 18.02 33.52
H: 5.44 25.06 33.40
H: 5.41 24.72 35.11
H: 3.44 26.74 35.19
H: 3.92 26.93 33.49
H: 6.21 27.32 34.03
H: 5.76 27.40 35.76
H: 5.76 29.62 35.27
H: 4.12 29.21 35.08
H: 4.99 29.42 33.64
N: -8.27 21.46 32.30
S: -7.01 21.84 33.06
O: -7.23 22.24 34.43
O: -5.83 22.30 32.35
F: -6.67 20.28 33.26
S: -8.57 23.07 31.80
O: -8.23 23.27 30.40
O: -8.32 24.15 32.74
F: -10.17 22.95 31.72
N: -2.33 27.73 26.96
S: -2.20 28.95 26.08
O: -1.14 29.89 26.43
O: -3.45 29.58 25.63
F: -1.58 28.22 24.77
S: -2.37 28.62 28.41
O: -3.42 29.63 28.56
O: -1.09 28.97 29.01
F: -2.90 27.38 29.32
N: 0.88 23.28 25.43
S: 1.72 22.11 25.71
O: 3.04 22.31 26.27
O: 1.46 20.89 24.93
F: 0.92 21.80 27.06
S: 1.60 23.65 23.97
O: 0.67 23.34 22.92
O: 3.00 23.44 23.71
F: 1.29 25.25 24.25
N: -2.02 20.12 34.54
S: -1.42 21.41 35.53
O: -2.36 22.29 36.22
O: -0.09 21.91 35.16
F: -1.12 20.34 36.65
S: -2.91 21.03 33.73
O: -2.25 22.21 33.10
O: -4.29 21.14 34.26
F: -3.06 19.95 32.43

As for the net charge: +2. For the maximum force, the calculation gives 11.1 eV/Å. As for the orbital gap: 7.83 eV. Its LUMO energy is -4.031 eV. The value obtained for the total energy is -8993.344598 Ha.

These are the Löwdin partial charges, in e, on atoms 1 to 2: atom 1 (C): -0.04, atom 2 (C): -0.54

***

No. 6
The following is a DFT calculation (ωB97M-V with the def2-TZVPD basis set) of one molecule with the formula C3H7NO3.

Element x y z (Å)
C: 0.15 -0.61 1.52
C: 0.13 -0.64 0.00
O: 1.24 -1.27 -0.44
O: -1.00 -1.07 -0.62
H: 1.15 -1.38 -1.40
H: 1.10 -0.22 1.88
H: 0.04 -1.65 1.85
H: -0.67 -0.03 1.93
C: 0.00 1.05 -0.52
O: 0.63 1.29 -1.73
N: -1.35 0.84 -0.60
H: -0.01 1.08 -2.43
H: -1.81 0.93 0.30
H: 0.41 1.69 0.26

As for the net charge: 0. For the maximum force, the calculation gives 2.9 eV/Å. As for the orbital gap (spin up / spin down): 7.52 / 7.99 eV. Its LUMO energy (spin up / spin down) is -1.004 / -1.035 eV. The value obtained for the total energy is -398.834813 Ha.

These are the natural (NBO) partial charges, in e, on atoms 1 to 2: atom 1 (C): -0.67, atom 2 (C): 0.58